2 unconnected molecules or ions with the total composition C2H8N2O, computed with ωB97M-V/def2-TZVPD.

Structure (ORCA input):
```
! wB97M-V def2-TZVPD RIJCOSX def2/J DEFGRID3
* xyz 0 1
C -1.61604 1.89308 -1.94014
O -2.26972 2.77168 -2.43084
H -2.08499 1.18714 -1.22919
H -0.51883 1.84840 -2.05772
N 1.30652 -0.82129 1.94756
C 0.40127 -0.45977 0.83673
N 0.62719 -1.40934 -0.24769
H 0.85647 -0.52517 2.81145
H 1.29258 -1.83942 1.97696
H -0.64397 -0.51184 1.15691
H 0.59928 0.57351 0.53869
H 1.60042 -1.71565 -0.21199
H 0.44982 -0.99135 -1.15072
*
```

SMILES: C=O.NCN
maximum force: 0.9 eV/Å
energy relative to the best compared isomer or geometry (same formula, charge and spin): 51.2 kcal/mol
HOMO: -9.5 eV

Charge distribution, Mulliken scheme, values in e:
1 C 0.00
2 O -0.39
3 H 0.20
4 H 0.19
5 N -0.67
6 C -0.11
7 N -0.59
8 H 0.24
9 H 0.24
10 H 0.23
11 H 0.21
12 H 0.24
13 H 0.22